Below is a cluster of 4 separate species, C6H22NO4 in total in a non-equilibrium geometry, with properties calculated with wB97M-V/def2-TZVPD.

Last column: Löwdin charge in e.
Geometry (Å):
O (-1.111, 1.266, 3.216)  0.035
O (2.391, -1.675, -0.912)  -0.108
O (1.416, -0.105, -3.635)  -0.088
O (1.806, 0.006, 1.707)  -0.031
N (-2.487, -0.998, 2.289)  0.137
C (1.801, 0.924, -2.781)  -0.295
C (-1.530, -0.822, -0.022)  -0.222
C (0.864, 1.630, -1.773)  -0.181
C (-1.176, 0.617, -0.465)  -0.159
C (0.350, 0.783, -0.620)  -0.215
C (-1.332, -1.352, 1.347)  -0.147
H (0.902, 1.104, 0.229)  0.068
H (-2.520, -0.954, -0.371)  0.088
H (-2.684, -1.818, 2.898)  0.170
H (-1.064, -1.617, -0.822)  0.180
H (2.175, -1.912, -1.913)  0.125
H (0.749, -0.276, -0.869)  0.097
H (2.285, -0.271, 0.905)  0.042
H (-1.684, 0.607, -1.405)  0.109
H (-2.405, -0.053, 2.875)  0.174
H (-1.281, -2.470, 1.391)  0.146
H (0.498, -0.437, -3.546)  0.104
H (2.404, 0.292, 2.333)  0.013
H (-0.491, -0.772, 1.904)  0.133
H (2.924, -2.285, -0.400)  0.043
H (-0.907, 2.038, 3.667)  0.047
H (-1.679, 1.204, 0.200)  0.071
H (1.117, 2.628, -1.357)  0.123
H (-3.383, -0.916, 1.788)  0.158
H (-0.031, 2.014, -2.340)  0.118
H (2.707, 0.578, -2.210)  0.109
H (2.233, 1.591, -3.678)  0.160
H (-0.857, 1.449, 2.368)  -0.007

Its highest occupied orbital energy is -12.2 eV. For the energy, the calculation gives -16250.1049 eV. As for the largest force on an atom: 4.454 eV Å⁻¹. Its net charge is +1. The orbital gap is 9.12 eV. The spin multiplicity is 1. The LUMO energy is -0.1144 Eh.